1.
C10H16O in the gas phase in a non-equilibrium geometry, computed with ωB97M-V/def2-TZVPD.

Positions of all 27 atoms, in Å:
C: -2.28533 1.18549 0.86162
O: -1.74517 -0.06007 0.45228
C: -0.53417 -0.03100 -0.30062
C: -0.70912 0.73989 -1.59120
C: 0.55210 0.93356 -2.35587
C: 1.89597 0.77327 -1.59321
C: 2.02295 0.27008 -0.38217
C: 0.94030 -0.23431 0.45387
C: 1.12404 -0.24754 1.99993
C: 0.18757 -1.43842 -0.20814
C: -0.53020 -2.43244 0.67125
H: -3.41009 0.91814 0.92140
H: -2.28032 2.13092 0.30105
H: -1.91158 1.47811 1.90576
H: -0.93247 1.83736 -1.42517
H: -1.36568 0.14372 -2.17861
H: 0.46643 1.89461 -2.80233
H: 0.52584 0.21562 -3.14060
H: 2.75778 1.13181 -2.06924
H: 2.93336 0.38152 0.13197
H: 1.85508 -1.02067 2.27858
H: 0.15212 -0.37167 2.42442
H: 1.55560 0.77990 2.29953
H: 0.52676 -1.70375 -1.20327
H: -0.96587 -1.80658 1.44976
H: 0.39749 -3.01955 1.12015
H: -1.26042 -2.98633 0.01894

## Properties
- SMILES = CO[C@@]12CCC=C[C@]1(C)[C@H]2C
- orbital gap (eV) = 9.03
- total charge = 0
- strongest force on any atom (eV Å⁻¹) = 3.4
- M (g/mol) = 152.24
- DFT total energy (eV) = -12673.5602
- energy above the lowest of the compared OMol25 structures with the same formula, charge and spin (kJ/mol) = 401.8

So, what does the Löwdin scheme give us? The charges, in e, come out as:
1 C -0.111
2 O -0.162
3 C -0.288
4 C -0.129
5 C -0.181
6 C -0.050
7 C -0.082
8 C -0.285
9 C -0.021
10 C -0.194
11 C -0.059
12 H 0.113
13 H 0.071
14 H 0.100
15 H 0.133
16 H 0.119
17 H 0.096
18 H 0.097
19 H 0.079
20 H 0.096
21 H 0.083
22 H 0.052
23 H 0.107
24 H 0.136
25 H 0.057
26 H 0.123
27 H 0.099

2.
2 unconnected molecules or ions with the total composition C10H16O in a non-equilibrium geometry, computed with ωB97M-V/def2-TZVPD.

Positions of all 27 atoms, in Å:
C: 1.06271 -1.17138 -2.14064
C: -0.06093 -0.20614 -1.86132
C: -1.37968 -0.62904 -2.19508
C: -2.39126 0.28461 -2.14010
C: -2.21778 1.49892 -1.48358
O: -3.35900 2.27459 -1.49190
C: -0.99340 1.81528 -0.91907
C: 0.10515 0.97561 -1.18379
H: 1.10130 -2.06209 -1.53122
H: 1.99509 -0.63069 -1.99489
H: 0.96239 -1.37357 -3.21880
H: -1.36218 -1.29634 -3.07703
H: -3.30499 0.06556 -2.68625
H: -3.26354 3.01058 -0.85795
H: -0.96163 2.47197 -0.05156
H: 1.07247 1.18111 -0.71322
C: -0.03118 -0.42120 2.12751
C: 1.08712 -0.72785 3.12291
C: 2.49253 -0.46336 2.51361
H: -0.50752 -1.26632 1.60109
H: -0.97062 -0.00090 2.55578
H: 0.39272 0.26282 1.36936
H: 1.04348 -0.27316 4.10459
H: 0.93518 -1.82271 3.13227
H: 2.88770 -1.44494 2.15500
H: 2.51472 0.02529 1.56514
H: 3.15115 -0.07666 3.29915

## Properties
- SMILES = Cc1ccc(O)cc1.CCC
- orbital gap (eV) = 9.22
- total charge = 0
- strongest force on any atom (eV Å⁻¹) = 3.6
- M (g/mol) = 152.24
- DFT total energy (eV) = -12675.3710
- energy above the lowest of the compared OMol25 structures with the same formula, charge and spin (kJ/mol) = 227.1

So, what does the Löwdin scheme give us? The charges, in e, come out as:
1 C -0.055
2 C -0.302
3 C -0.042
4 C -0.035
5 C -0.320
6 O 0.030
7 C -0.022
8 C -0.076
9 H 0.075
10 H 0.070
11 H 0.083
12 H 0.123
13 H 0.121
14 H 0.112
15 H 0.116
16 H 0.109
17 C -0.134
18 C -0.295
19 C -0.114
20 H 0.074
21 H 0.076
22 H 0.039
23 H 0.091
24 H 0.094
25 H 0.075
26 H 0.038
27 H 0.067

3.
2 unconnected molecules or ions with the total composition C10H16O in a non-equilibrium geometry, computed with ωB97M-V/def2-TZVPD.

Positions of all 27 atoms, in Å:
C: 2.09621 0.64981 1.16825
C: 0.65835 0.72612 1.63201
C: -0.25221 1.45804 0.87536
C: -1.39494 1.99486 1.48194
C: -1.72867 1.34733 2.69618
O: -2.87562 1.82115 3.30249
C: -0.93467 0.42354 3.39435
C: 0.22784 0.02388 2.75249
H: 2.41236 -0.35051 0.80648
H: 2.69396 1.06910 1.98323
H: 2.31670 1.32210 0.31885
H: 0.10749 1.60366 -0.14687
H: -2.11891 2.64599 1.04357
H: -3.70956 1.39635 3.08815
H: -1.32642 0.12823 4.34667
H: 0.94750 -0.75842 3.07371
C: 0.08391 -2.47822 -2.26966
C: 0.12297 -1.56538 -3.47976
C: 0.56150 -0.17236 -3.02166
H: -0.02227 -2.02251 -1.29835
H: 0.96308 -3.12951 -2.37212
H: -0.65119 -3.31526 -2.27253
H: 0.69676 -1.80972 -4.37995
H: -0.95385 -1.49017 -3.92089
H: -0.32241 0.43592 -2.77447
H: 1.33590 -0.40545 -2.27308
H: 1.06616 0.45145 -3.75441

## Properties
- SMILES = Cc1ccc(O)cc1.CCC
- orbital gap (eV) = 9.28
- total charge = 0
- strongest force on any atom (eV Å⁻¹) = 3.7
- M (g/mol) = 152.24
- DFT total energy (eV) = -12675.2478
- energy above the lowest of the compared OMol25 structures with the same formula, charge and spin (kJ/mol) = 239.0

So, what does the Löwdin scheme give us? The charges, in e, come out as:
1 C -0.063
2 C -0.311
3 C -0.048
4 C 0.012
5 C -0.321
6 O -0.002
7 C -0.009
8 C -0.050
9 H 0.084
10 H 0.081
11 H 0.075
12 H 0.103
13 H 0.105
14 H 0.103
15 H 0.110
16 H 0.125
17 C -0.141
18 C -0.332
19 C -0.143
20 H 0.061
21 H 0.071
22 H 0.073
23 H 0.095
24 H 0.120
25 H 0.074
26 H 0.068
27 H 0.058

4.
2 unconnected molecules or ions with the total composition C10H16O in a non-equilibrium geometry, computed with ωB97M-V/def2-TZVPD.

Positions of all 27 atoms, in Å:
C: -0.53389 -1.89148 2.88668
C: -0.42320 -1.63052 1.41185
C: -1.55904 -1.15180 0.71151
C: -1.54300 -0.97010 -0.65023
C: -0.41601 -1.31882 -1.38553
O: -0.49641 -1.29323 -2.75076
C: 0.75412 -1.63661 -0.71710
C: 0.72735 -1.74462 0.67820
H: 0.34130 -2.45472 3.23028
H: -1.31031 -2.61333 3.11221
H: -0.66423 -0.96084 3.42836
H: -2.34674 -0.73099 1.33271
H: -2.42642 -0.52412 -1.09142
H: 0.30879 -1.63491 -3.12798
H: 1.57213 -1.99609 -1.32158
H: 1.68414 -1.94578 1.14713
C: 1.64179 3.98213 0.74849
C: 0.94327 2.79124 0.14324
C: 0.30492 3.02287 -1.22621
H: 0.93088 4.80022 0.86381
H: 2.37142 4.43852 0.07655
H: 2.12367 3.75527 1.69507
H: 1.62748 1.94394 0.06115
H: 0.21874 2.41116 0.86900
H: -0.75306 2.77934 -1.19116
H: 0.14129 4.08999 -1.45386
H: 0.96554 2.61146 -1.98323

## Properties
- SMILES = Cc1ccc(O)cc1.CCC
- orbital gap (eV) = 9.24
- total charge = 0
- strongest force on any atom (eV Å⁻¹) = 1.6
- M (g/mol) = 152.24
- DFT total energy (eV) = -12676.3823
- energy above the lowest of the compared OMol25 structures with the same formula, charge and spin (kJ/mol) = 129.5

So, what does the Löwdin scheme give us? The charges, in e, come out as:
1 C -0.058
2 C -0.291
3 C -0.043
4 C -0.025
5 C -0.329
6 O 0.052
7 C -0.026
8 C -0.058
9 H 0.077
10 H 0.075
11 H 0.079
12 H 0.116
13 H 0.117
14 H 0.092
15 H 0.110
16 H 0.111
17 C -0.137
18 C -0.337
19 C -0.116
20 H 0.069
21 H 0.070
22 H 0.066
23 H 0.092
24 H 0.094
25 H 0.063
26 H 0.068
27 H 0.070

5.
2 unconnected molecules or ions with the total composition C10H16O, computed with ωB97M-V/def2-TZVPD.

Positions of all 27 atoms, in Å:
C: 1.15454 2.90079 0.64636
C: 0.15411 1.78886 0.32041
C: 0.70406 0.67022 -0.53999
C: 1.89887 0.02192 -0.21942
C: 2.34453 -1.06632 -0.95592
C: 1.60009 -1.51809 -2.03617
O: 1.96669 -2.60039 -2.78708
C: 0.39673 -0.91455 -2.35295
C: -0.03920 0.17070 -1.60237
H: 1.98683 2.51563 1.23717
H: 0.68528 3.68487 1.24031
H: 1.55547 3.34520 -0.26409
H: -0.18833 1.33523 1.25127
H: -0.71802 2.21567 -0.16642
H: 2.46310 0.41095 0.61603
H: 3.27909 -1.53645 -0.67571
H: 2.70144 -3.07849 -2.38510
H: -0.20868 -1.30131 -3.16017
H: -0.98270 0.63449 -1.84994
C: -2.74643 -0.44555 1.16621
C: -2.43236 -1.47436 2.27153
H: -2.27108 0.50725 1.39232
H: -2.41022 -0.80971 0.19735
H: -3.82199 -0.26350 1.11842
H: -2.91369 -2.41782 2.02769
H: -2.80307 -1.13591 3.23583
H: -1.35504 -1.63934 2.27443

## Properties
- SMILES = CCc1ccc(O)cc1.CC
- orbital gap (eV) = 9.24
- total charge = 0
- strongest force on any atom (eV Å⁻¹) = 1.0
- M (g/mol) = 152.24
- DFT total energy (eV) = -12677.0375
- energy above the lowest of the compared OMol25 structures with the same formula, charge and spin (kJ/mol) = 66.3

So, what does the Löwdin scheme give us? The charges, in e, come out as:
1 C -0.100
2 C -0.220
3 C -0.244
4 C -0.036
5 C -0.022
6 C -0.331
7 O 0.043
8 C -0.012
9 C -0.046
10 H 0.062
11 H 0.069
12 H 0.078
13 H 0.098
14 H 0.104
15 H 0.106
16 H 0.111
17 H 0.104
18 H 0.117
19 H 0.110
20 C -0.165
21 C -0.159
22 H 0.041
23 H 0.056
24 H 0.061
25 H 0.057
26 H 0.059
27 H 0.059

6.
2 unconnected molecules or ions with the total composition C10H16O in a non-equilibrium geometry, computed with ωB97M-V/def2-TZVPD.

Positions of all 27 atoms, in Å:
C: -1.01093 2.26256 1.14830
C: -0.34673 1.26357 0.19327
C: -1.21516 0.66028 -0.72306
C: -0.73351 -0.04185 -1.81995
C: 0.57673 0.21942 -2.20303
O: 1.08330 -0.37394 -3.34389
C: 1.46595 0.87207 -1.37475
C: 0.98407 1.40993 -0.18629
H: -0.39135 3.09211 1.46825
H: -1.41469 1.75465 2.02114
H: -1.90670 2.57954 0.62124
H: -2.26556 0.62249 -0.45066
H: -1.37174 -0.70612 -2.38735
H: 0.34010 -0.57481 -3.92277
H: 2.47023 1.10053 -1.69806
H: 1.65229 1.89326 0.51294
C: 0.95944 -1.68156 1.61620
C: -0.28696 -1.20830 2.36969
C: -1.12813 -2.35203 2.92461
H: 0.76060 -2.49386 0.92371
H: 1.65507 -1.89116 2.43033
H: 1.36006 -0.86267 1.02073
H: -0.04898 -0.45390 3.12339
H: -1.02713 -0.63699 1.79913
H: -0.89935 -3.29006 2.39159
H: -0.92918 -2.69957 3.94497
H: -2.21334 -2.34512 2.80075

## Properties
- SMILES = Cc1ccc(O)cc1.CCC
- orbital gap (eV) = 9.30
- total charge = 0
- strongest force on any atom (eV Å⁻¹) = 2.7
- M (g/mol) = 152.24
- DFT total energy (eV) = -12676.1049
- energy above the lowest of the compared OMol25 structures with the same formula, charge and spin (kJ/mol) = 156.3

So, what does the Löwdin scheme give us? The charges, in e, come out as:
1 C -0.044
2 C -0.299
3 C -0.062
4 C -0.015
5 C -0.320
6 O 0.034
7 C -0.017
8 C -0.063
9 H 0.076
10 H 0.063
11 H 0.072
12 H 0.116
13 H 0.114
14 H 0.097
15 H 0.118
16 H 0.115
17 C -0.093
18 C -0.318
19 C -0.132
20 H 0.073
21 H 0.077
22 H 0.043
23 H 0.101
24 H 0.068
25 H 0.064
26 H 0.065
27 H 0.064